C5H11CrMgO4 as an isolated structure in a non-equilibrium geometry. Source: OMol25; level of theory: ωB97M-V/def2-TZVPD.

Structure (XYZ):
```
22
Properties=species:S:1:pos:R:3:forces:R:3
C 0.7999 -2.1540 -0.3384 0.222 0.230 -0.837
C -0.6215 -0.3245 -1.1059 0.108 0.967 0.364
H -2.2149 1.1202 -1.2841 0.110 -0.186 0.148
H 1.2667 -1.9294 -1.3149 -0.009 -0.190 0.198
H 1.3692 -2.0540 1.7413 -0.028 0.165 -0.202
C -2.1895 2.1035 1.1998 -0.373 0.063 0.224
Cr 3.5090 0.8248 0.3687 1.813 -0.257 0.528
H -2.9634 1.5020 1.7008 0.127 0.272 -0.090
O -0.4572 -1.5202 -0.3021 -0.393 -0.454 0.670
Mg 0.7378 0.9310 0.1995 -0.449 -1.163 -1.637
C -1.7844 0.4375 -0.5339 -0.227 -0.857 -0.814
H 2.6856 -2.3767 0.6272 -0.212 0.202 -0.052
O 2.2327 1.5125 -0.9252 -1.151 1.255 -5.037
H 0.6243 -3.2404 -0.2802 0.096 0.264 0.045
H -0.8250 -0.5896 -2.1541 0.073 0.038 0.213
H -2.5773 -0.2022 -0.1071 0.083 0.183 0.025
H 2.0875 1.3871 -1.9857 0.433 0.544 4.175
H -2.6609 2.7848 0.4741 0.096 -0.182 0.172
C 1.7801 -1.7536 0.7586 0.074 -0.811 0.622
O -1.2722 1.2472 0.5593 0.874 0.515 0.529
O 2.1095 -0.3960 0.7612 -1.065 -0.468 0.886
H -1.6360 2.6902 1.9412 -0.202 -0.129 -0.127
```
Positions in Å, forces in eV/Å.

Output
Energy relative to the best compared isomer or geometry (same formula, charge and spin) in kcal/mol: 19.5
Orbital gap (spin up / spin down) in eV: 6.1 / 6.5
HOMO energy (spin up / spin down) in eV: -6.02 / -6.80
Total charge: 0
2S+1: 6
Electronic energy in hartree: -1742.55504
⟨S²⟩: 8.757


One molecule with the formula C5H8N2 in a non-equilibrium geometry. Source: OMol25; level of theory: ωB97M-V/def2-TZVPD.

Structure (XYZ):
```
15
Properties=species:S:1:pos:R:3:forces:R:3
H -0.5277 -0.1455 1.6693 0.025 0.001 -0.196
H -2.5270 0.3877 -0.0569 0.113 0.058 -0.028
C -0.5707 -0.1119 0.5730 0.118 0.069 0.085
H 1.9011 -1.5657 -0.0410 -0.068 0.077 -0.116
C -1.6599 2.1515 0.2897 0.291 -0.552 0.020
N -1.6573 0.8437 0.2046 -0.289 0.331 0.132
C 1.6097 -0.7544 -0.7154 0.033 -0.049 -0.001
H 1.3952 0.7407 0.8242 -0.064 -0.040 -0.117
H -0.6413 2.4429 0.6319 -0.168 0.000 -0.056
H 2.5227 -0.3051 -1.1191 -0.118 -0.103 0.083
C -0.9806 -1.4593 0.1493 -0.380 -1.056 -0.356
H 0.6208 1.1480 -0.6934 -0.039 -0.077 0.086
C 0.8044 0.3255 0.0031 0.058 0.108 -0.034
N -1.3402 -2.5139 -0.1654 0.405 1.181 0.325
H 1.0507 -1.1842 -1.5538 0.083 0.050 0.173
```
Positions in Å, forces in eV/Å.

Output
Energy relative to the best compared isomer or geometry (same formula, charge and spin) in kcal/mol: 67.4
Orbital gap in eV: 9.4
HOMO energy in eV: -8.81
Total charge: 0
2S+1: 1
Electronic energy in hartree: -304.72809


C3H5LiO3Pt as an isolated structure in a non-equilibrium geometry. Source: OMol25; level of theory: ωB97M-V/def2-TZVPD.

Structure (XYZ):
```
13
Properties=species:S:1:pos:R:3:forces:R:3
H -0.0266 2.4381 -0.8152 -0.054 -0.240 0.127
Pt -0.3288 -0.6170 2.9406 1.155 -5.135 11.759
Li -1.5446 -0.9069 0.0750 0.595 0.115 0.172
O -0.5034 -0.0041 1.3532 -1.995 5.020 -11.037
C 0.8186 -0.4956 -1.3531 -1.276 -2.485 -0.282
O -0.1621 0.3877 -1.0709 0.743 0.556 -0.301
H 1.8329 -0.3389 -0.9400 -0.386 0.509 -0.338
C 0.1999 1.5216 -0.2589 0.651 0.534 0.354
H 1.2697 1.5154 -0.0044 -0.138 -0.235 -0.584
H 0.0591 1.9368 1.8306 -0.136 -0.276 -0.217
H -1.4804 1.9085 1.0310 -0.316 -0.756 0.125
O 0.4820 -1.5349 -1.8950 0.785 1.433 0.613
C -0.5156 1.3742 1.0720 0.372 0.960 -0.392
```
Positions in Å, forces in eV/Å.

Output
Energy relative to the best compared isomer or geometry (same formula, charge and spin) in kcal/mol: 0.0
Orbital gap (spin up / spin down) in eV: 4.1 / 6.3
HOMO energy (spin up / spin down) in eV: -4.78 / -7.10
Total charge: 0
2S+1: 3
Electronic energy in hartree: -469.68451
⟨S²⟩: 2.004